62
Properties=species:S:1:pos:R:3:forces:R:3 method="wB97M-V/def2-TZVPD" homo_energy_ev="-0.9406 / 0.6990" max_force_ha_per_bohr=0.1345 e_lumo_ev="3.715 / 3.716" total_charge=-2
K -2.77114 2.12218 0.86248 0.2 0.1 0.1
O -4.69441 2.96857 -0.30750 0.7 1.7 -2.9
C -4.04652 3.61859 -1.26840 -1.6 -1.4 2.2
O -3.02517 4.29643 -1.13289 0.6 0.2 0.8
C -4.51123 3.53973 -2.69439 0.7 -0.4 -2.0
P -2.88346 2.69476 -3.71958 -1.5 4.0 0.1
C -2.24486 1.54355 -2.53344 -6.1 -3.3 -0.2
C -0.98882 1.28125 -2.40785 6.0 -2.7 1.2
C -0.44367 0.02324 -1.77947 -2.3 1.3 -0.6
C -1.29941 -0.88880 -1.22749 -0.9 0.0 2.5
C -2.81525 -0.48300 -1.13253 3.7 -3.7 0.0
C -3.23792 0.48810 -1.96168 -2.2 3.5 0.4
C -3.65494 1.99331 -5.35502 4.3 1.0 4.3
C -4.70968 1.19321 -5.36518 -3.8 -2.7 -2.7
C -5.14324 0.68206 -6.66575 0.5 2.2 0.6
C -4.23946 0.75934 -7.65872 5.1 -0.1 -1.0
C -2.91905 1.29592 -7.52547 -2.1 3.1 5.0
C -2.65870 2.11870 -6.34135 -1.4 -3.0 -3.4
H -4.67190 4.63322 -3.03045 0.3 -2.0 0.0
H -5.37423 2.88123 -2.89819 0.2 0.6 0.3
H -0.09824 1.84806 -2.74673 -1.3 0.4 -0.2
H 0.62096 0.01756 -1.83952 0.5 -0.7 0.4
H -0.92346 -1.83820 -0.50655 -1.1 2.8 -2.4
H -3.27988 -1.31277 -0.48331 -0.3 2.0 -1.3
H -4.41871 0.88024 -1.97695 3.3 -1.4 0.1
H -5.21009 0.59267 -4.59141 0.2 1.6 0.6
H -6.07269 0.54573 -7.20370 -1.0 -1.2 1.6
H -4.18340 -0.01031 -8.35398 -1.4 -0.9 -2.3
H -1.91642 1.40313 -7.73730 1.5 -1.9 -3.7
H -1.53920 2.24974 -6.44039 -1.6 1.5 2.1
C 2.83535 1.72582 5.08198 4.5 -0.5 5.0
C 2.29160 0.59407 4.35395 0.3 -0.5 -1.1
C 1.21651 1.11029 3.60193 -2.0 -2.7 -1.0
C 0.55053 0.24708 2.61421 -0.5 1.2 -0.7
C -0.84974 0.78726 1.83000 3.2 -0.4 3.1
C 1.17720 -0.95869 2.34679 -0.8 0.8 2.5
C 2.17081 -1.57017 3.20527 3.7 0.9 -1.5
C 2.86912 -0.70575 4.13379 -2.8 2.4 -0.1
N 2.80872 -2.62509 2.66431 -2.5 0.7 -0.5
C 4.03506 -3.23313 3.04357 -3.5 -2.0 -3.7
C 4.02822 -4.54744 1.94156 1.4 0.9 3.0
C 3.95441 -3.79411 4.43504 1.9 2.8 1.2
C 5.23192 -2.55454 2.55934 1.4 2.5 1.8
H 4.00853 1.96397 5.07917 -2.4 -0.6 -0.5
H 2.59831 1.85328 6.29624 0.1 -1.5 -2.1
H 2.24190 2.48516 4.80939 -1.0 3.5 -1.2
H 0.77795 2.11977 3.78277 0.5 -1.0 -0.1
H -1.33898 0.92920 2.86284 -0.4 -0.2 -0.9
H -0.50029 1.86329 1.75944 -0.2 -0.2 -0.4
H 1.30281 1.22896 7.59996 0.2 0.1 0.1
H 0.94861 -1.53225 1.51727 -0.9 -1.1 -1.5
H 3.92942 -0.70721 4.14886 0.8 -0.7 0.9
H 5.17823 -4.66985 1.66868 -2.5 -0.8 0.6
H 3.43283 -4.21302 1.06926 0.3 -0.5 0.8
H 3.54097 -5.20184 2.77209 0.9 -0.2 -2.9
H 3.35728 -4.68520 4.44515 0.3 -0.7 0.4
H 3.35612 -2.99804 4.94332 0.8 -0.8 0.5
H 5.06559 -3.78545 4.83984 -2.4 -0.8 -0.1
H 5.16398 -1.34139 2.66056 0.9 -2.8 0.9
H 5.40389 -2.59474 1.50129 0.0 -0.7 -0.5
H 5.81239 -3.34535 3.18904 1.5 2.6 -1.4
H 6.75497 -2.98232 -0.73421 0.0 0.0 0.0